Here is an isolated ion of composition C3H10NS2 and charge +1 from the Open Molecules 2025 dataset. Energies are from the ωB97M-V functional and the def2-TZVPD basis.

The relative energy (zero: lowest compared OMol25 entry of this formula, charge and spin) is 23.92 kcal per mole. As for the multiplicity: 1. Its LUMO energy is -0.1279 Eh. The SMILES is CSS[C@@H](C)[NH3+]. Its total charge is +1. For the energy, the calculation gives -971.1564 hartree.

Atoms and positions in Å:
C1 -2.416 -1.163 0.428
S1 -1.889 0.238 -0.694
S2 -0.816 1.370 0.609
C2 0.920 0.813 0.318
C3 1.273 -0.694 0.353
N1 1.214 1.396 -1.092
H1 -3.490 -1.345 0.432
H2 -2.146 -1.017 1.422
H3 -1.835 -1.982 0.151
H4 1.391 1.274 1.170
H5 2.149 -0.978 0.856
H6 1.461 -1.015 -0.759
H7 0.423 -1.287 0.861
H8 2.206 1.116 -1.345
H9 0.999 2.372 -0.996
H10 0.556 0.902 -1.714

Forces on the atoms, in the same order (eV/Å):
-0.7 0.9 -1.2
-0.6 -0.6 0.9
0.4 -0.3 0.1
-1.2 -1.0 0.1
-2.5 -0.7 -2.4
1.8 -2.2 1.7
0.1 0.1 -0.6
0.5 1.1 1.8
0.5 -1.7 -0.9
0.9 1.0 -0.4
1.3 0.3 0.9
-0.8 0.0 2.1
1.3 0.9 -1.2
-1.3 1.0 0.0
0.2 0.8 -0.7
0.1 0.3 0.0


Here is a 2-piece molecular cluster, C7H12FN3O overall from the Open Molecules 2025 dataset. Energies are from the ωB97M-V functional and the def2-TZVPD basis.

The relative energy (zero: lowest compared OMol25 entry of this formula, charge and spin) is 63.95 kcal per mole. As for the multiplicity: 1. Its LUMO energy is 0.0194 Eh. For the energy, the calculation gives -613.1125 hartree.

Atoms and positions in Å:
C1 4.199 -0.676 -1.986
C2 3.580 -1.214 -3.136
C3 -2.261 1.882 -0.229
C4 -0.304 -0.651 1.771
C5 0.850 -0.744 0.770
C6 -1.646 -0.051 1.139
C7 0.574 -1.524 -0.440
N1 3.268 -0.667 -0.995
N2 2.311 -1.512 -2.851
N3 2.289 -1.285 -1.540
O1 -1.261 1.158 0.508
F1 0.522 -2.886 -0.215
H1 5.150 -0.285 -1.651
H2 4.027 -1.374 -4.169
H3 -3.072 1.899 0.408
H4 -2.481 1.423 -1.134
H5 -1.668 2.739 -0.224
H6 0.046 -0.110 2.529
H7 -0.360 -1.592 2.134
H8 1.163 0.125 0.329
H9 1.749 -1.186 1.050
H10 -2.277 -0.044 2.125
H11 -2.028 -0.701 0.271
H12 -0.103 -1.260 -1.162

Forces on the atoms, in the same order (eV/Å):
-0.6 0.4 0.7
1.7 0.5 -1.4
2.4 -1.3 2.1
-0.8 0.6 -5.3
-1.4 -1.1 -1.3
1.4 -1.5 0.6
3.6 -2.5 0.0
1.3 -1.0 -0.8
0.9 -0.6 1.3
-5.7 0.0 1.5
0.2 -1.2 1.1
0.1 1.7 -0.4
0.2 -0.1 -0.9
-0.8 0.3 1.6
-2.2 0.7 1.0
-0.3 -0.6 -1.9
-0.3 2.3 -1.1
1.0 2.8 3.1
-1.2 -3.2 1.2
0.5 3.0 -0.5
1.6 -0.8 1.7
0.1 0.6 -2.3
0.0 0.3 1.7
-1.5 0.7 -1.8


Here is a 2-piece molecular cluster, C6H9N overall from the Open Molecules 2025 dataset. Energies are from the ωB97M-V functional and the def2-TZVPD basis.

The relative energy (zero: lowest compared OMol25 entry of this formula, charge and spin) is 118.92 kcal per mole. As for the multiplicity: 1. Its LUMO energy is 0.0331 Eh. The SMILES is CC1=C2C[C@H]12.C=N. For the energy, the calculation gives -288.5925 hartree.

Atoms and positions in Å:
C1 -1.517 1.576 0.381
C2 -0.104 1.173 0.187
C3 1.056 1.683 -0.342
C4 1.888 0.378 -0.184
C5 0.856 0.394 0.857
H1 -2.189 0.790 0.015
H2 -1.730 2.497 -0.167
H3 -1.745 1.730 1.441
H4 2.938 0.465 0.098
H5 1.736 -0.313 -1.010
H6 1.066 0.434 1.931
C6 -0.571 -1.919 -0.922
N1 0.255 -2.740 -0.423
H7 -0.325 -1.440 -1.874
H8 -1.527 -1.627 -0.468
H9 -0.088 -3.083 0.478

Forces on the atoms, in the same order (eV/Å):
0.0 0.0 0.0
0.0 0.1 0.0
-0.2 0.0 0.0
0.2 -0.2 -0.1
0.0 0.1 0.2
0.1 0.1 0.0
0.0 -0.1 0.1
0.1 0.0 -0.1
-0.1 0.0 0.0
0.0 0.1 0.2
0.0 0.0 -0.2
0.2 -0.1 0.0
-0.4 0.3 0.0
-0.1 -0.1 0.1
0.2 -0.1 0.0
0.0 -0.1 -0.1